The following is a DFT calculation (the ωB97M-V functional and the def2-TZVPD basis) of a molecular structure, C6H22InN8O6 at a distorted geometry.

Positions of all 43 atoms, in Å:
O 11.9588 -12.4794 -26.3956
N 8.4581 -13.7072 -30.5350
In 11.7037 -11.5565 -28.2448
H 15.8805 -13.1970 -29.7126
H 12.6592 -14.3823 -26.8096
H 12.1048 -14.1949 -25.1637
N 11.3045 -7.0782 -28.9357
H 7.2102 -11.0035 -29.4089
O 10.4723 -14.0684 -28.0482
H 7.3590 -11.4734 -24.0924
C 8.3385 -11.4138 -25.8982
H 15.4868 -15.9210 -27.5123
C 14.6422 -14.3105 -28.5017
H 6.3622 -12.4840 -29.8362
H 7.4203 -10.2549 -27.3346
H 9.8056 -13.7862 -26.1851
H 13.7709 -15.9382 -27.6117
C 11.9006 -13.9028 -26.1914
H 8.9211 -6.3939 -28.6780
N 7.3572 -10.6245 -26.4096
O 9.4271 -11.6762 -29.9338
N 15.8196 -13.9307 -29.0257
O 13.5734 -13.6394 -28.6568
H 9.3632 -14.0698 -30.7758
C 10.2915 -7.9139 -28.6471
N 7.2104 -11.9578 -29.7138
H 12.2519 -7.3955 -29.0375
H 16.6659 -14.4731 -28.9574
N 14.6379 -15.4940 -27.8450
O 9.3936 -11.6374 -26.5428
H 12.3343 -11.9545 -25.6779
H 11.1547 -6.1163 -28.6671
C 8.4354 -12.4465 -30.0292
H 10.3140 -15.4013 -26.3861
C 10.5754 -14.3900 -26.7009
H 7.5750 -14.1492 -30.7137
H 9.8997 -14.6829 -28.5221
N 9.0591 -7.3864 -28.5732
H 6.4496 -10.6096 -25.9735
O 10.4253 -9.1768 -28.5405
N 8.1694 -11.7689 -24.6095
H 8.2475 -7.9584 -28.4597
H 8.7714 -12.4521 -24.1858

Atoms 1-3, force components in eV/Å:
O 0.6 1.2 -0.2
N 0.6 1.4 1.1
In -3.1 -0.7 -0.8

- Gap between HOMO and LUMO: 4.4 eV
- Electronic energy: -1320.4865 hartree
- Charge: +3
- E_HOMO: -0.6829 Ha

---

The following is a DFT calculation (the ωB97M-V functional and the def2-TZVPD basis) of 6 unconnected molecules or ions with the total composition C6H22NO6 at a distorted geometry.

Positions of all 35 atoms, in Å:
C 1.8894 -2.3820 1.5680
H 0.7672 -1.1340 3.0326
O -1.6890 3.5792 0.0934
O 0.6092 3.1992 -1.7086
C -2.0034 -1.9031 -2.6237
C 0.0783 -1.2871 -1.3016
C 0.4784 -2.2755 -0.3983
H -1.3689 0.8437 0.9896
H 2.6384 -1.4909 -0.3013
H 2.7145 -2.1375 2.2099
C -1.2832 -1.2685 -1.6719
H 2.4722 -3.3271 -0.3668
H -1.8401 -2.8965 -2.8553
H -0.3303 3.2361 1.0379
H 0.3660 2.6809 2.4371
H 0.1164 -1.0726 1.4943
H -3.4604 -0.5674 -2.7351
H 2.2987 1.5875 0.4588
H 1.1179 1.4361 -0.1518
H -1.7228 -0.3198 -1.2332
O -0.1029 2.5211 1.6145
O 1.7378 0.7590 0.2320
O -3.0841 -1.4101 -3.2954
H 1.2348 -3.1544 1.8894
O -1.8433 0.1152 1.5372
H -2.4709 0.4071 2.1618
H -0.0670 -3.1316 0.0102
H 0.1612 2.9523 -2.4672
H 1.4733 -0.0976 1.7904
C 2.0219 -2.3366 0.1157
H 0.8774 -0.6976 -1.5694
H 1.4690 2.8318 -1.8537
H -2.6450 3.4542 0.2844
H -1.6357 4.3181 -0.4575
N 1.0248 -1.0316 2.0336

Atoms 1-3, force components in eV/Å:
C -0.8 3.5 1.9
H 0.4 0.3 -0.7
O -1.6 -1.8 0.9

- Gap between HOMO and LUMO (alpha / beta): 9.7 / 6.1 eV
- Electronic energy: -747.2311 hartree
- Charge: +2
- E_HOMO (alpha / beta): -0.6217 / -0.6217 Ha
- Multiplicity: 2